# 1
The following is a DFT calculation (ωB97M-V/def2-TZVPD) of a single C20H18N2O5 molecule.

Output
SMILES: COc1ccc(-c2cc(-c3c(O)c(OC)c4occc4c3OC)[nH]n2)cc1
Relative energy (zero: lowest compared OMol25 entry of this formula, charge and spin), kJ/mol: 331.9
Total charge: 0
Highest occupied orbital energy, eV: -7.631
Largest force on an atom, eV/Å: 1.0
Lowest unoccupied orbital energy, hartree: 0.02378

Each line ends with the Löwdin charge.
Cartesian coordinates (Å):
C -8.41681 -0.25776 -0.40594  -0.10
H -8.45607 -0.35092 0.68452  0.09
O -7.39085 0.61176 -0.81453  -0.09
C -6.10188 0.28903 -0.50279  -0.28
C -5.70889 -0.84406 0.20203  -0.02
C -4.36950 -1.06656 0.45803  -0.02
C -3.39140 -0.17614 0.02353  -0.18
C -3.79511 0.95898 -0.68062  -0.02
C -5.12782 1.18788 -0.93964  0.00
H -5.44759 2.06302 -1.48361  0.12
H -3.06160 1.67018 -1.02810  0.11
C -1.99128 -0.44125 0.30856  -0.25
N -1.61362 -1.48108 1.04995  0.10
N -0.29238 -1.42678 1.11948  0.04
C 0.22597 -0.37445 0.44273  -0.20
C -0.85730 0.29010 -0.10328  0.02
H -0.82029 1.15184 -0.73728  0.12
C 1.65294 -0.11090 0.30533  -0.02
C 2.16810 1.18769 0.28948  -0.17
C 3.51590 1.35044 -0.05523  -0.08
C 4.34534 0.24905 -0.33366  -0.13
C 3.86403 -1.05243 -0.24303  -0.13
C 2.51586 -1.20411 0.07961  -0.17
O 2.00940 -2.46935 0.16276  0.08
H 2.71136 -3.07701 -0.10982  0.11
O 4.55995 -2.22583 -0.44354  -0.08
C 5.89424 -2.12606 -0.88501  -0.06
H 5.95920 -1.59455 -1.83754  0.10
H 6.23642 -3.15188 -1.01406  0.10
H 6.52152 -1.62028 -0.14734  0.10
O 5.59732 0.67796 -0.63398  0.04
C 5.57039 2.03214 -0.55153  -0.09
C 4.35272 2.49990 -0.20439  0.02
H 4.05644 3.51885 -0.07240  0.11
H 6.49320 2.53466 -0.76570  0.12
O 1.47944 2.32546 0.59044  -0.06
C 0.60118 2.31788 1.69952  -0.06
H -0.43276 2.13589 1.39557  0.08
H 0.89277 1.56418 2.43420  0.11
H 0.67448 3.30962 2.14838  0.09
H 0.22570 -2.15712 1.58044  0.16
H -4.05854 -1.94340 1.00376  0.11
H -6.43580 -1.55908 0.55500  0.10
H -9.34334 0.19108 -0.76125  0.09
H -8.30367 -1.25194 -0.85096  0.09

=====

# 2
The following is a DFT calculation (ωB97M-V/def2-TZVPD) of a single C20H18N2S molecule.

Output
SMILES: Cc1ccccc1Cc1cccc2c1N(N)c1ccccc1S2
Total charge: 0
Highest occupied orbital energy, eV: -8.203
Largest force on an atom, eV/Å: 1.8
Lowest unoccupied orbital energy, hartree: 0.02773

Each line ends with the Löwdin charge.
Cartesian coordinates (Å):
C 0.59215 -1.78435 2.70133  -0.04
C -0.25142 -0.51882 2.64567  -0.23
C 0.04677 0.51200 3.51180  -0.06
C -0.66842 1.69035 3.53436  -0.09
C -1.69452 1.83802 2.62253  -0.09
C -1.99372 0.81328 1.75776  -0.04
C -1.28856 -0.38015 1.73524  -0.17
C -1.64711 -1.46534 0.71894  -0.07
C -1.85899 -0.80055 -0.64402  -0.17
C -3.13906 -0.53361 -1.07269  -0.05
C -3.32875 0.06510 -2.30805  -0.07
C -2.23589 0.40585 -3.05745  -0.12
C -0.95722 0.14291 -2.62489  -0.44
C -0.74007 -0.48555 -1.40996  -0.20
N 0.54029 -0.85227 -0.86693  -0.09
N 0.88113 -2.13644 -1.51096  0.10
C 1.59487 0.07031 -1.21876  -0.25
C 2.61124 0.21523 -0.29473  -0.03
C 3.70883 1.01866 -0.50193  -0.08
C 3.81421 1.71912 -1.69646  -0.08
C 2.79466 1.59305 -2.60287  -0.12
C 1.69842 0.78141 -2.40353  -0.45
S 0.43073 0.61878 -3.64217  1.03
H 1.34113 -1.78510 1.90325  0.06
H -0.02458 -2.68763 2.71766  0.08
H 1.13604 -1.77732 3.65568  0.07
H 0.87345 0.40269 4.21387  0.11
H -0.40961 2.47433 4.24091  0.10
H -2.29457 2.74453 2.58501  0.10
H -2.80733 0.99512 1.05830  0.11
H -2.52577 -2.05457 1.00093  0.13
H -0.78413 -2.12793 0.61496  0.09
H -3.95012 -0.82683 -0.40986  0.12
H -4.34437 0.24667 -2.64927  0.11
H -2.43291 0.87687 -4.01894  0.11
H 0.85468 -1.96454 -2.52193  0.07
H 1.87116 -2.25872 -1.30046  0.09
H 2.55670 -0.34296 0.63846  0.11
H 4.46703 1.05546 0.27593  0.11
H 4.69667 2.33163 -1.85143  0.11
H 2.86700 2.17132 -3.52529  0.11

=====

# 3
The following is a DFT calculation (ωB97M-V/def2-TZVPD) of a single C20H18N4O4S molecule.

Output
SMILES: COc1ccc(NS(=O)(=O)c2cccc(C(=O)N/N=C/c3ccccn3)c2)cc1
Relative energy (zero: lowest compared OMol25 entry of this formula, charge and spin), kJ/mol: 294.3
Total charge: 0
Highest occupied orbital energy, eV: -8.316
Largest force on an atom, eV/Å: 1.2
Lowest unoccupied orbital energy, hartree: -0.00551

Each line ends with the Löwdin charge.
Cartesian coordinates (Å):
C 3.41636 -0.20077 -1.10062  -0.08
H 4.28049 -0.80763 -0.83497  0.10
O 2.35518 -1.10823 -1.27541  -0.09
C 1.16135 -0.62777 -1.72976  -0.28
C 0.25271 -1.58269 -2.18532  0.00
C -0.97855 -1.20456 -2.67504  -0.03
C -1.33399 0.14175 -2.72280  -0.33
C -0.43556 1.09371 -2.25871  -0.02
C 0.80267 0.71540 -1.76972  0.00
H 1.48175 1.47888 -1.42535  0.11
H -0.71687 2.13389 -2.29392  0.11
N -2.58328 0.54688 -3.20366  -0.06
S -3.48622 1.64074 -2.29913  0.67
O -4.85100 1.37402 -2.63481  -0.28
O -2.97976 2.96454 -2.49068  -0.28
C -3.10244 1.13869 -0.61678  -0.26
C -3.05239 -0.20845 -0.32443  0.00
C -2.53510 -0.62104 0.89684  -0.12
C -2.17146 0.32835 1.84676  -0.03
C -2.29156 1.67777 1.56160  -0.05
C -2.72040 2.08847 0.30818  -0.04
H -2.75694 3.12936 0.02868  0.12
H -2.01906 2.41149 2.30506  0.11
H -1.79520 0.01004 2.80635  0.12
C -2.31518 -2.08440 1.08654  -0.42
O -3.13910 -2.94387 0.87691  0.10
N -1.03560 -2.40940 1.45846  0.07
N -0.08903 -1.48362 1.62608  0.06
C 1.10835 -1.81259 1.89837  -0.07
C 2.10523 -0.78222 2.11750  -0.28
N 3.32269 -1.20493 2.45320  0.11
C 4.25952 -0.30604 2.68128  -0.15
C 4.04520 1.06307 2.59749  -0.06
C 2.77763 1.50781 2.24524  -0.07
C 1.78799 0.57556 1.99575  -0.02
H 0.78821 0.85853 1.70757  0.10
H 2.56941 2.56537 2.16513  0.11
H 4.84429 1.75849 2.80070  0.10
H 5.22982 -0.70379 2.94877  0.11
H 1.44385 -2.84711 2.00030  0.13
H -0.81036 -3.40598 1.53341  0.17
H -3.38210 -0.94254 -1.04197  0.13
H -3.16594 -0.19654 -3.55838  0.12
H -1.66697 -1.95536 -3.03538  0.12
H 0.53886 -2.62187 -2.15130  0.12
H 3.62395 0.34825 -2.02463  0.10
H 3.21855 0.51033 -0.29341  0.07